# 1
Entry from the OMol25 dataset: a single C4H8OSi molecule at a distorted geometry (wB97M-V/def2-TZVPD).

Summary:
Frontier orbital gap, Eh: 0.369
SMILES: O[SiH2]C1=CCC1
Total charge: 0
HOMO level, Ha: -0.344
Energy relative to the best compared isomer or geometry (same formula, charge and spin), eV: 1.628
Total energy, a.u.: -521.877655

Last column: Mulliken charge in e.
CARTESIAN COORDINATES (ANGSTROEM)
C 1.070 -0.601 -0.461  -0.4687
C -0.277 -0.200 -0.117  0.0405
C 1.381 0.762 -0.983  -0.3387
C 0.059 1.239 -0.467  -0.5103
O -1.023 -2.299 1.844  -0.4801
Si -1.552 -0.958 1.042  0.4287
H 1.570 -1.578 -0.587  0.3692
H 2.378 1.245 -0.674  0.2488
H 1.541 0.702 -2.130  0.1957
H -0.425 1.794 -1.284  0.2250
H 0.021 2.094 0.383  0.2420
H -0.069 -2.308 1.688  0.3061
H -1.691 0.021 2.144  -0.1189
H -2.827 -1.529 0.598  -0.1394

# 2
Entry from the OMol25 dataset: a molecular structure, C27H19AsCl2N3O7S2Tb at a distorted geometry (wB97M-V/def2-TZVPD).

Summary:
Multiplicity: 7
Expectation value of S²: 12.909
Frontier orbital gap (spin up / spin down), Eh: 0.176 / 0.185
Total charge: -2
HOMO level (spin up / spin down), Ha: -0.049 / -0.066
Energy relative to the best compared isomer or geometry (same formula, charge and spin), eV: 10.037
Total energy, a.u.: -6507.879359

Last column: Mulliken charge in e.
CARTESIAN COORDINATES (ANGSTROEM)
Tb -8.430 9.712 15.674  1.0968
C -13.156 8.154 16.693  -1.1239
C -14.311 8.666 15.968  -0.3423
C -14.232 8.978 14.644  -0.6494
C -12.983 8.995 14.052  0.2598
N -11.825 9.013 14.809  0.1836
C -12.110 8.557 15.931  0.6024
C -12.884 9.577 12.736  0.3043
C -14.028 10.101 12.183  -0.5625
C -14.023 10.310 10.824  -0.5685
C -12.834 10.212 10.161  -0.7437
C -11.586 10.013 10.891  0.3597
N -11.672 9.641 12.163  -0.0318
C -10.397 10.532 10.307  0.4114
C -10.164 10.270 8.975  -0.5554
C -9.096 10.947 8.246  -0.3819
C -8.366 11.915 8.869  -0.6965
C -8.723 12.105 10.284  -0.1300
N -9.463 11.313 11.027  0.1941
H -13.265 7.487 17.553  0.3909
H -15.313 8.686 16.461  0.3168
H -15.151 8.995 14.055  0.3544
H -9.462 7.243 16.390  0.1968
H -14.967 10.330 12.719  0.3818
H -14.908 10.624 10.280  0.3817
H -12.883 10.486 9.107  0.3065
H -10.790 9.517 8.452  0.3487
H -9.030 10.595 7.201  0.3230
H -7.653 12.545 8.373  0.3899
H -8.270 12.932 10.880  0.3383
Cl -5.816 5.494 16.001  -0.2658
C -5.712 5.791 14.248  0.2550
C -4.444 5.326 13.842  -0.4999
C -4.248 5.180 12.475  -0.3793
C -5.363 5.562 11.715  -0.7550
C -6.640 5.654 12.323  0.2029
Cl -7.708 4.605 11.653  -0.2240
C -6.875 6.365 13.507  -0.0037
S -8.295 7.156 13.789  -0.1502
H -3.724 5.084 14.635  0.3071
H -3.290 4.859 12.098  0.3871
H -5.382 5.756 10.627  0.3273
O -8.779 13.663 13.489  -0.6232
As -10.019 12.453 13.987  0.2059
O -9.061 13.832 16.856  -0.6393
O -9.115 10.931 14.214  -0.2421
C -8.206 13.872 17.634  0.3131
C -8.064 14.944 18.555  -0.3154
C -7.233 15.382 19.569  -0.4887
C -5.948 14.745 19.612  -0.6369
C -6.085 13.598 18.844  -0.2736
C -7.116 13.101 18.051  0.1097
S -7.385 11.223 17.939  1.2656
O -7.010 10.996 16.469  -0.5575
O -6.324 10.410 18.691  -0.7152
O -8.854 11.012 18.237  -0.6339
H -8.555 13.966 14.399  0.3403
H -8.886 15.608 18.205  0.1222
H -7.372 16.296 20.176  0.2950
H -5.127 14.941 20.324  0.3244
H -5.315 12.872 19.062  0.2929
O -8.850 7.995 16.764  -0.6996

# 3
Entry from the OMol25 dataset: 2 unconnected molecules or ions with the total composition C25H42BrClF3N3O5P3S (wB97M-V/def2-TZVPD).

Summary:
Frontier orbital gap, Eh: 0.287
Total charge: +1
HOMO level, Ha: -0.422
Energy relative to the best compared isomer or geometry (same formula, charge and spin), eV: 0.000
Total energy, a.u.: -6274.109519

Last column: Mulliken charge in e.
CARTESIAN COORDINATES (ANGSTROEM)
C 1.525 0.401 -4.383  -1.4825
C 0.738 0.116 -3.097  0.5876
P -0.434 1.464 -2.658  0.1193
C 0.493 2.928 -3.225  -1.1900
N -0.314 1.562 -0.816  1.1608
C -0.519 2.777 -0.251  -1.8813
N 0.369 3.724 -0.039  0.2102
S 2.054 3.658 -0.378  -0.0623
N -1.811 2.975 0.229  1.2356
C -2.635 3.697 -0.725  0.5677
C -2.384 5.049 -0.906  -0.6001
C -3.111 5.781 -1.829  -0.9216
C -4.099 5.164 -2.583  -0.6817
C -4.350 3.818 -2.401  -1.0806
C -3.629 3.080 -1.475  0.4250
C -2.073 1.678 0.876  0.6860
C -3.493 1.251 1.255  -1.4367
C -4.265 2.073 2.299  -1.3708
C -4.398 3.580 2.130  -0.1783
Cl -5.716 4.023 1.017  -0.2010
P -1.249 1.878 2.564  0.2143
O -1.494 0.826 3.569  -0.7694
C -1.152 0.629 0.044  0.9652
O -0.346 0.079 1.028  -0.4724
C 0.711 -0.836 0.694  -0.2296
C 1.848 -0.736 1.685  -0.0852
C 2.521 0.636 1.636  -1.1354
C 2.836 -1.873 1.343  0.7958
C 3.616 -1.636 0.034  -1.4856
C 3.793 -2.161 2.491  -1.6270
P -2.343 -0.734 -0.595  -0.0171
O -2.898 -0.025 -1.947  -0.3706
Br -1.135 -2.434 -1.447  -0.2752
H 2.404 1.014 -4.206  0.3314
H 1.844 -0.549 -4.808  0.4249
H 0.892 0.860 -5.142  0.3809
H 0.090 -0.737 -3.281  0.1977
H 1.400 -0.133 -2.270  -0.3946
H 0.055 3.849 -2.845  0.3593
H 1.540 2.891 -2.953  0.2983
H 0.429 2.917 -4.310  0.4831
H 0.025 4.563 0.404  0.3090
H 2.399 3.661 0.918  0.2066
H -1.640 5.561 -0.309  0.2961
H -2.924 6.839 -1.947  0.4618
H -4.663 5.734 -3.307  0.4500
H -5.114 3.316 -2.976  0.4713
H -3.842 2.036 -1.365  0.2110
H -3.356 0.260 1.694  0.8122
H -4.137 1.102 0.391  0.4664
H -3.892 1.857 3.300  0.4358
H -5.284 1.684 2.280  0.5341
H -3.489 4.074 1.797  0.1182
H -4.669 4.019 3.087  0.4197
H 0.086 2.204 2.286  -0.1156
H -1.787 3.122 2.932  0.1313
H 1.071 -0.652 -0.317  -0.1001
H 0.320 -1.850 0.721  0.4191
H 1.473 -0.910 2.696  0.6023
H 3.496 0.612 2.122  0.5145
H 1.936 1.388 2.164  0.2188
H 2.671 0.971 0.608  0.0361
H 2.239 -2.779 1.205  0.2903
H 3.226 -0.817 -0.571  0.2893
H 3.568 -2.526 -0.595  0.2152
H 4.672 -1.453 0.225  0.3873
H 4.392 -1.295 2.772  0.3201
H 4.493 -2.932 2.164  0.3446
H 3.269 -2.566 3.355  0.4240
H -3.402 -0.668 -2.467  0.3132
C 0.516 -7.838 0.857  -1.1419
C 1.250 -6.778 0.067  -0.1389
O 2.339 -6.219 0.835  -0.2585
C 3.470 -6.910 0.826  0.2519
O 3.698 -7.927 0.247  -0.5093
C 4.529 -6.173 1.679  0.9921
F 3.997 -5.713 2.815  -0.2480
F 4.999 -5.123 0.983  -0.2537
F 5.538 -6.974 1.968  -0.2447
H 0.172 -7.434 1.809  0.3088
H -0.347 -8.190 0.293  0.3872
H 1.164 -8.688 1.062  0.3197
H 0.598 -5.935 -0.156  0.2076
H 1.628 -7.175 -0.875  0.3515

# 4
Entry from the OMol25 dataset: a molecular structure, C52H48BrMoN7O3S3 (wB97M-V/def2-TZVPD).

Summary:
Multiplicity: 3
Expectation value of S²: 2.014
Frontier orbital gap (spin up / spin down), Eh: 0.253 / 0.230
Total charge: +2
HOMO level (spin up / spin down), Ha: -0.458 / -0.459
Energy relative to the best compared isomer or geometry (same formula, charge and spin), eV: 0.162
Total energy, a.u.: -6455.870613

Last column: Mulliken charge in e.
CARTESIAN COORDINATES (ANGSTROEM)
Mo -0.644 -0.162 -1.102  -0.7527
O -4.341 -1.858 -1.804  -0.6096
C -3.150 -1.742 -1.713  0.1566
N -2.371 -0.650 -2.119  0.8165
C -2.882 0.242 -3.061  0.0483
O -4.011 0.333 -3.452  -0.5572
C -1.757 1.054 -3.619  0.3504
C -1.906 1.821 -4.751  -0.8539
C -0.785 2.451 -5.270  -0.4797
C 0.434 2.268 -4.636  -1.4161
C 0.493 1.498 -3.490  -0.3060
N -0.593 0.913 -2.971  1.0741
C -2.254 -2.809 -1.179  0.1055
C -2.689 -4.102 -1.005  -0.8290
C -1.769 -5.050 -0.585  -0.6407
C -0.459 -4.646 -0.364  -1.1707
C -0.115 -3.321 -0.548  -0.1571
N -1.002 -2.402 -0.946  1.1576
H -2.886 1.887 -5.205  0.5969
H -0.856 3.055 -6.164  0.4718
H 1.342 2.708 -5.022  0.5475
H 1.429 1.322 -2.988  0.9168
H -3.725 -4.332 -1.211  0.5979
H -2.062 -6.080 -0.440  0.4823
H 0.302 -5.347 -0.051  0.5708
H 0.901 -2.998 -0.372  0.5611
C 5.524 -2.884 2.625  -1.7214
C 5.770 -1.757 1.611  1.7227
C 7.003 -2.102 0.780  -2.0189
C 6.037 -0.444 2.364  -1.4893
C 4.525 -1.583 0.745  0.1789
C 3.312 -1.223 1.340  -0.8502
C 2.224 -1.021 0.531  1.2746
Br 0.517 -0.666 1.339  0.0800
C 2.240 -1.150 -0.868  -0.5643
O 1.146 -0.766 -1.572  -0.3083
C 3.414 -1.597 -1.468  -0.0514
C 4.521 -1.780 -0.628  -0.3665
C 3.602 -1.915 -2.965  1.8029
C 4.130 -3.354 -3.092  -1.6937
C 2.329 -1.839 -3.813  -2.0575
C 4.628 -0.937 -3.554  -1.6374
H 6.405 -3.015 3.255  0.4692
H 5.325 -3.830 2.117  0.3667
H 4.679 -2.662 3.278  0.3350
H 7.866 -2.195 1.439  0.4571
H 7.229 -1.321 0.050  0.3677
H 6.888 -3.052 0.255  0.3876
H 6.927 -0.549 2.986  0.4583
H 5.207 -0.176 3.019  0.3375
H 6.201 0.381 1.667  0.2259
H 3.216 -1.103 2.411  0.5540
H 5.443 -2.091 -1.095  0.4600
H 3.416 -4.066 -2.671  0.3943
H 5.084 -3.496 -2.587  0.2974
H 4.273 -3.600 -4.144  0.5018
H 1.547 -2.503 -3.439  0.3250
H 2.578 -2.154 -4.827  0.6414
H 1.924 -0.831 -3.869  0.2501
H 5.585 -0.987 -3.033  0.2676
H 4.265 0.092 -3.491  0.2346
H 4.805 -1.172 -4.604  0.5403
S 4.791 1.863 -0.863  0.4734
C 6.241 2.739 -0.676  -0.5993
C 6.030 3.964 -0.120  -0.7528
C 4.658 4.198 0.153  -0.8512
C 3.857 3.149 -0.200  0.5959
C 2.401 3.039 -0.058  0.1899
C 1.728 1.923 -0.583  0.1480
N 0.428 1.716 -0.465  1.0651
C -0.312 2.651 0.185  -0.5018
C 0.252 3.814 0.708  0.4058
C -0.605 4.774 1.354  -1.1484
C -1.929 4.550 1.457  -1.1225
C -2.518 3.338 0.949  0.6157
C -3.885 3.051 1.064  -0.6000
C -4.374 1.848 0.609  -0.1806
C -3.466 0.978 -0.021  -0.3654
N -2.177 1.225 -0.169  1.6477
C -1.703 2.396 0.331  -1.0946
C -5.767 1.420 0.768  0.3097
C -6.325 0.221 0.414  -0.2651
C -7.702 0.135 0.750  -0.9140
C -8.158 1.270 1.349  -0.3641
S -6.934 2.447 1.500  -0.1512
C 1.636 3.988 0.584  -0.8735
H 7.177 2.301 -0.985  0.5104
H 6.819 4.671 0.085  0.4612
H 4.291 5.117 0.586  0.4293
H 2.294 1.162 -1.098  -0.1366
H -0.163 5.678 1.753  0.5300
H -2.575 5.275 1.935  0.5229
H -4.541 3.782 1.523  0.7959
H -3.849 0.048 -0.408  -0.0802
H -5.789 -0.573 -0.090  0.7258
H -8.325 -0.721 0.539  0.5036
H -9.157 1.487 1.691  0.5082
H 2.096 4.870 1.012  0.4769
C -6.981 -2.074 4.303  -1.5096
C -5.859 -1.134 4.015  0.8143
C -5.751 0.133 4.508  -0.9786
C -4.624 0.887 4.143  0.9978
N -3.676 0.428 3.333  -0.2637
C -3.771 -0.824 2.858  -0.3547
S -2.617 -1.554 1.857  -0.3172
N -4.867 -1.569 3.211  0.2257
C -4.431 2.269 4.676  -1.0806
H -7.708 -1.609 4.963  0.3788
H -6.605 -2.980 4.780  0.3953
H -7.482 -2.364 3.378  0.3581
H -6.507 0.533 5.166  0.4119
H -4.897 -2.507 2.831  0.2971
H -5.214 2.547 5.376  0.3923
H -4.429 2.979 3.850  0.1366
H -3.459 2.337 5.164  0.3292